A molecular structure, H10O5Tl in a non-equilibrium geometry. Source: the Open Molecules 2025 dataset; level of theory: the ωB97M-V functional and the def2-TZVPD basis.

Values from the calculation:
**Energy relative to the best compared isomer or geometry (same formula, charge and spin)**: 1.1455 eV
**Largest force on an atom**: 0.0370 Eh/bohr
**Charge**: +3
**HOMO level**: -24.48 eV
**LUMO energy**: -19.94 eV
**Kohn-Sham gap**: 4.53 eV

The geometry in XYZ format:
```
16
Properties=species:S:1:pos:R:3:nbo_charge:R:1
Tl 9.83 -4.33 -25.86 1.799
O 8.39 -4.13 -28.33 -0.886
H 8.14 -3.24 -28.62 0.524
H 7.95 -4.74 -28.95 0.561
O 10.41 -1.88 -27.33 -0.842
H 10.97 -1.08 -27.24 0.547
H 9.80 -1.68 -28.05 0.521
O 12.63 -3.67 -26.02 -0.843
H 13.18 -3.96 -25.26 0.531
H 13.27 -3.46 -26.73 0.555
O 10.77 -2.21 -24.14 -0.775
H 11.68 -2.27 -23.77 0.533
H 10.23 -1.83 -23.42 0.545
O 8.41 -4.37 -23.39 -0.865
H 7.48 -4.29 -23.08 0.559
H 8.92 -4.64 -22.60 0.537
```



A molecular structure, H10O7V in a non-equilibrium geometry. Source: the Open Molecules 2025 dataset; level of theory: the ωB97M-V functional and the def2-TZVPD basis.

Values from the calculation:
**Energy relative to the best compared isomer or geometry (same formula, charge and spin)**: 0.5181 eV
**Largest force on an atom**: 0.0639 Eh/bohr
**Charge**: +1
**HOMO level**: -14.18 eV
**LUMO energy**: -4.15 eV
**Kohn-Sham gap**: 10.03 eV

The geometry in XYZ format:
```
18
Properties=species:S:1:pos:R:3:lowdin_charge:R:1
O -15.17 17.99 -11.26 -0.253
V -15.23 18.70 -12.67 0.878
O -16.68 19.31 -12.69 -0.274
O -14.37 20.67 -12.02 -0.026
H -13.42 20.71 -11.88 0.091
H -14.68 21.56 -11.85 0.061
O -15.79 16.73 -13.70 -0.010
H -15.04 16.15 -13.76 0.084
H -16.46 16.33 -14.26 0.103
O -13.20 18.33 -13.24 -0.037
H -12.78 17.77 -13.89 0.110
H -12.92 19.21 -13.47 0.065
O -16.36 22.54 -11.26 -0.026
H -16.84 23.17 -11.80 0.059
H -16.93 21.77 -11.25 0.044
O -14.87 19.76 -14.71 -0.050
H -15.46 19.58 -15.44 0.094
H -14.22 20.36 -15.06 0.089
```



5 unconnected molecules or ions with the total composition H11O5 in a non-equilibrium geometry. Source: the Open Molecules 2025 dataset; level of theory: the ωB97M-V functional and the def2-TZVPD basis.

Values from the calculation:
**Energy relative to the best compared isomer or geometry (same formula, charge and spin)**: 0.3518 eV
**Largest force on an atom**: 0.0195 Eh/bohr
**Charge**: +1
**HOMO level**: -15.18 eV
**LUMO energy**: -2.99 eV
**Kohn-Sham gap**: 12.18 eV

The geometry in XYZ format:
```
16
Properties=species:S:1:pos:R:3:nbo_charge:R:1
O 1.10 -3.01 0.52 -0.909
H 0.34 -3.61 0.49 0.507
H 1.50 -3.11 -0.36 0.506
O 2.16 0.90 -0.38 -0.939
H 2.98 0.92 0.13 0.510
H 2.18 1.71 -0.90 0.520
O -2.14 -0.20 0.08 -0.965
H -2.74 -0.52 0.77 0.501
H -2.50 0.63 -0.26 0.519
O -1.43 2.81 -0.75 -0.971
H -1.82 3.46 -0.15 0.489
H -1.70 3.01 -1.64 0.485
O 0.41 -0.59 0.59 -0.872
H 0.63 -1.61 0.69 0.532
H 1.06 0.05 0.12 0.542
H -0.53 -0.47 0.28 0.545
```



5 unconnected molecules or ions with the total composition H11O5 in a non-equilibrium geometry. Source: the Open Molecules 2025 dataset; level of theory: the ωB97M-V functional and the def2-TZVPD basis.

Values from the calculation:
**Energy relative to the best compared isomer or geometry (same formula, charge and spin)**: 2.4765 eV
**Largest force on an atom**: 0.1828 Eh/bohr
**Charge**: +1
**HOMO level**: -15.48 eV
**LUMO energy**: -3.32 eV
**Kohn-Sham gap**: 12.16 eV

The geometry in XYZ format:
```
16
Properties=species:S:1:pos:R:3:nbo_charge:R:1
O 20.69 35.56 22.16 -0.743
H 20.06 36.22 21.63 0.574
H 20.58 35.78 23.02 0.546
H 20.45 34.76 21.90 0.551
O 21.97 33.14 22.18 -0.962
H 22.42 33.57 21.51 0.465
H 22.00 32.08 21.84 0.503
O 19.79 35.75 24.74 -0.959
H 20.36 35.21 25.37 0.503
H 20.17 36.69 24.91 0.486
O 18.57 33.67 21.89 -0.971
H 17.61 33.62 21.96 0.495
H 18.73 33.03 21.17 0.481
O 19.08 37.70 21.22 -0.980
H 18.40 38.41 21.21 0.522
H 19.67 38.05 20.53 0.490
```



6 unconnected molecules or ions with the total composition H11O5S in a non-equilibrium geometry. Source: the Open Molecules 2025 dataset; level of theory: the ωB97M-V functional and the def2-TZVPD basis.

Values from the calculation:
**Energy relative to the best compared isomer or geometry (same formula, charge and spin)**: 1.8514 eV
**Largest force on an atom**: 0.0926 Eh/bohr
**Charge**: -1
**HOMO level**: -3.77 eV
**LUMO energy**: 3.38 eV
**Kohn-Sham gap**: 7.15 eV

The geometry in XYZ format:
```
17
Properties=species:S:1:pos:R:3:nbo_charge:R:1
S 0.81 -0.59 -2.52 -1.065
H 0.74 0.47 -3.40 0.103
H 0.38 1.31 -0.44 0.503
H -0.93 0.67 -0.17 0.485
O -0.40 1.32 0.12 -0.971
H 0.17 0.52 1.64 0.487
H 1.62 0.25 1.61 0.482
O 0.84 0.11 2.15 -0.993
H 4.09 0.31 -1.33 0.462
H 2.83 -0.69 -1.11 0.516
O 3.51 -0.08 -0.60 -1.007
H -2.17 -0.60 2.06 0.470
H -0.97 -0.94 2.99 0.496
O -2.00 -0.92 3.01 -0.970
H -2.76 0.26 -1.88 0.493
H -2.81 -1.24 -1.10 0.493
O -2.95 -0.19 -1.03 -0.986
```



6 unconnected molecules or ions with the total composition H11O6 in a non-equilibrium geometry. Source: the Open Molecules 2025 dataset; level of theory: the ωB97M-V functional and the def2-TZVPD basis.

Values from the calculation:
**Energy relative to the best compared isomer or geometry (same formula, charge and spin)**: 1.2280 eV
**Largest force on an atom**: 0.0471 Eh/bohr
**Charge**: -1
**HOMO level**: -5.13 eV
**LUMO energy**: 3.88 eV
**Kohn-Sham gap**: 9.01 eV

The geometry in XYZ format:
```
17
Properties=species:S:1:pos:R:3:nbo_charge:R:1
O 0.97 -0.59 -1.09 -1.253
H 1.56 -1.22 -0.62 0.427
O 1.94 1.70 -0.08 -1.084
H 1.38 2.13 -0.73 0.463
H 1.60 0.60 -0.26 0.527
O -1.38 -1.38 -2.47 -1.030
H -1.94 -0.54 -2.45 0.453
H -0.44 -1.06 -2.12 0.541
O -1.22 0.88 1.29 -0.971
H -0.62 1.68 1.32 0.478
H -0.63 0.14 1.11 0.491
O -2.91 -2.54 0.13 -0.964
H -2.42 -1.70 -0.03 0.489
H -2.82 -2.95 -0.74 0.473
O 2.03 1.67 2.57 -0.990
H 1.98 1.90 1.61 0.503
H 2.92 1.29 2.54 0.448
```



A molecular structure, H12InLi4O14P2 in a non-equilibrium geometry. Source: the Open Molecules 2025 dataset; level of theory: the ωB97M-V functional and the def2-TZVPD basis.

Values from the calculation:
**Largest force on an atom**: 0.0544 Eh/bohr
**Charge**: +1
**HOMO level**: -13.31 eV
**LUMO energy**: -9.68 eV
**Kohn-Sham gap**: 3.62 eV

The geometry in XYZ format:
```
33
Properties=species:S:1:pos:R:3:nbo_charge:R:1
Li 1.05 1.19 -0.35 0.922
Li -1.51 0.87 -1.10 0.915
Li -1.36 -3.21 -0.21 0.977
Li 0.81 -2.72 2.56 0.969
In 1.03 -1.68 -2.93 0.949
P 0.02 1.83 -2.75 2.374
O 0.07 2.95 -3.81 -0.556
O 1.35 1.20 -2.37 -0.885
O -0.97 0.69 -3.03 -0.984
O -0.45 2.44 -1.37 -0.909
P -0.19 -0.99 0.20 2.550
O -0.59 0.45 0.49 -1.293
O -1.00 -1.45 -1.07 -1.346
O -0.46 -2.06 1.29 -1.321
O 1.29 -0.92 -0.27 -1.314
O -1.88 2.52 1.75 -0.944
H -1.56 3.41 1.57 0.477
H -1.34 1.93 1.21 0.464
O -2.35 -0.40 2.57 -0.940
H -1.98 0.36 2.14 0.471
H -1.84 -1.16 2.25 0.460
O 3.86 -0.46 -0.75 -0.958
H 2.88 -0.58 -0.63 0.479
H 4.02 0.49 -0.72 0.465
O 0.65 0.70 2.83 -0.940
H 1.41 1.19 2.51 0.449
H 0.16 0.43 2.02 0.469
O 2.54 -1.88 2.06 -1.019
H 2.26 -1.44 1.22 0.511
H 2.87 -1.16 2.61 0.503
O -3.31 -0.93 -2.63 -0.948
H -2.86 -0.29 -3.20 0.478
H -2.61 -1.31 -2.09 0.474
```



A molecular structure, H12LiO6 in a non-equilibrium geometry. Source: the Open Molecules 2025 dataset; level of theory: the ωB97M-V functional and the def2-TZVPD basis.

Values from the calculation:
**Energy relative to the best compared isomer or geometry (same formula, charge and spin)**: 1.0301 eV
**Largest force on an atom**: 0.0370 Eh/bohr
**Charge**: +1
**HOMO level**: -14.52 eV
**LUMO energy**: -3.59 eV
**Kohn-Sham gap**: 10.93 eV

The geometry in XYZ format:
```
19
Properties=species:S:1:pos:R:3:nbo_charge:R:1
Li -0.29 -0.07 -0.07 0.903
O 0.06 -2.14 0.00 -0.977
H -0.44 -2.86 -0.40 0.497
H 0.79 -2.69 0.33 0.499
O -2.00 -0.18 -1.20 -0.954
H -2.36 -0.83 -0.64 0.463
H -2.55 -0.21 -1.98 0.508
O 2.73 1.48 0.69 -0.919
H 3.41 0.78 0.70 0.465
H 2.04 1.12 1.21 0.456
O 1.34 -0.29 -1.54 -0.958
H 2.18 0.20 -1.65 0.501
H 1.65 -1.18 -1.42 0.476
O -1.60 -0.13 1.68 -0.953
H -2.00 -0.96 1.52 0.478
H -2.34 0.49 1.71 0.497
O -0.07 2.19 0.19 -0.978
H -0.42 2.22 1.10 0.485
H -0.14 3.05 -0.23 0.511
```



> Among the records above, which one has the highest HOMO level?

H11O5S



> Number 2 is which compound?

H10O7V